{
  "formula": "C60H50N4O3P3SiTi",
  "method": "wB97M-V/def2-TZVPD",
  "species": ["C", "C", "H", "H", "H", "C", "C", "H", "C", "H", "H", "H", "C", "C", "C", "C", "C", "C", "C", "N", "H", "C", "H", "H", "H", "C", "H", "H", "C", "C", "H", "H", "C", "C", "C", "C", "H", "C", "C", "H", "H", "C", "O", "H", "H", "C", "C", "H", "C", "P", "C", "C", "H", "H", "H", "C", "C", "H", "C", "H", "H", "H", "H", "C", "H", "H", "Ti", "H", "C", "C", "C", "C", "H", "H", "C", "C", "C", "P", "H", "N", "H", "C", "C", "C", "C", "C", "O", "C", "N", "C", "H", "C", "H", "H", "H", "C", "H", "C", "C", "H", "C", "C", "H", "C", "H", "C", "H", "C", "C", "Si", "C", "H", "N", "H", "C", "P", "O", "H", "H", "C", "C", "H"],
  "xyz": [[-3.108612, -1.110057, -1.229082], [-5.603364, 0.084606, -1.633559], [-4.154535, -2.341153, 0.618454], [-3.667713, -2.389307, -2.863653], [-2.046429, -5.698248, -4.207483], [-0.195362, -2.719953, 3.390767], [-3.894687, 0.263612, 4.583590], [1.725998, 2.917944, -1.886262], [3.942377, 0.312208, 4.578455], [-2.714655, -4.817198, 4.277383], [4.877257, 0.275075, -0.553449], [0.332836, 3.890608, -3.474912], [-3.963516, -1.561149, -2.231247], [-4.064807, 3.191246, 1.526260], [-4.220196, -4.334451, 1.387033], [0.021050, -3.043271, -4.517125], [-3.733567, 0.439853, 3.221479], [-1.176547, -2.942743, -2.411252], [-0.992546, 3.518310, -5.109270], [1.171641, 1.289896, 1.012729], [4.174429, 2.163143, 1.252709], [-1.695631, -4.649420, 0.294687], [-4.863145, 0.429846, 5.042120], [-1.754438, -6.632435, 1.103213], [-5.216406, -4.208271, 1.794534], [1.053315, 5.906808, 0.457772], [2.708889, 3.719362, 2.600450], [0.899048, -3.993092, 1.499005], [2.317797, 5.730983, -0.087862], [0.024859, 5.023380, 0.146028], [-4.719234, 5.993614, -0.271015], [3.531595, 4.516095, -1.378130], [-2.491975, 0.240897, 2.584768], [1.094777, 2.383312, 1.833320], [1.541832, 0.477244, 4.408265], [-1.480101, -3.254047, 3.504109], [1.876408, -3.073357, 3.890850], [-0.606555, -4.236154, -4.840281], [-1.611229, -0.436715, 4.751464], [2.103658, -2.583949, -1.809484], [-0.352354, 4.018686, -5.826598], [3.924308, -1.405637, -1.421984], [-0.585182, 0.152030, -1.964682], [-3.264801, 1.740331, -2.550785], [0.860878, 6.735642, 1.129110], [-2.627765, 2.250794, -3.264198], [-1.435103, -0.264697, 3.369787], [-6.575917, 0.544113, -1.773011], [-4.745101, 0.562107, -0.652414], [-1.567677, -2.056181, -0.828943], [-4.220864, 5.081326, 0.031935], [-3.559416, -5.543409, 1.525040], [-4.433391, 2.688394, 2.407254], [-2.922211, -0.259517, 6.432350], [0.205426, -1.451217, -3.103385], [2.614148, -1.757731, -1.340990], [-0.607301, 3.448919, -3.774530], [0.155424, 2.724163, 2.238889], [-2.355484, -3.424274, 0.134766], [-3.940285, 1.863403, -4.912356], [-0.954821, 5.186874, 0.576046], [2.747848, -1.697218, 2.118539], [0.731742, -2.599498, -5.203770], [0.864729, -3.443627, 3.944635], [4.874833, -1.040206, 3.189265], [-2.490324, 3.014968, -6.561326], [0.020724, -0.006460, -0.241369], [-4.598476, 0.706636, 2.624423], [-2.190881, 2.954614, -5.521684], [3.942387, -0.607986, 3.533339], [-2.285042, -5.694413, 0.988444], [-2.811342, -0.135187, 5.361995], [1.480547, -5.178613, 5.042553], [3.113423, 6.431284, 0.139928], [-5.199621, -0.965541, -2.442209], [-0.262362, -2.399089, -3.318425], [-3.139983, 4.607986, -0.685827], [-1.049624, 2.692302, -1.059124], [-4.032520, -6.367481, 2.045276], [4.043219, -0.281167, -0.641099], [4.757438, -1.835355, -1.950900], [-4.657470, 4.386954, 1.159892], [-2.526600, 3.412793, -0.301370], [2.838895, 0.013983, -0.155040], [0.243755, 3.944650, -0.714262], [2.744505, -0.984599, 2.940043], [1.172992, -3.396108, 0.790480], [-1.428781, 2.827785, -2.838232], [3.174096, 2.067469, 1.302900], [-0.644990, -5.147676, 4.737008], [-5.063052, 1.412352, -0.060968], [0.641534, -4.646907, 4.608453], [-0.731403, -4.799523, -0.173470], [-0.806601, -0.851355, 5.349436], [-2.327221, -2.723581, 3.086053], [2.428880, 1.147723, 0.699713], [-5.846146, -1.330963, -3.231378], [1.529442, 3.763724, -1.238415], [-1.807911, -4.140886, -2.757916], [-0.383075, -4.738027, -5.773450], [2.345276, 2.878983, 2.033183], [1.523065, -0.468475, 3.387178], [-0.821596, -6.074943, 5.269380], [2.741275, 0.859093, 5.004832], [-2.535841, -4.585116, -2.094978], [-1.703783, -4.443619, 4.182075], [1.918735, -3.832803, 0.365068], [-3.012963, 2.644597, 0.767829], [-3.006726, 2.313982, -4.596934], [-2.312860, 0.873662, 0.791656], [2.550140, 4.656799, -0.939388], [-5.485785, 4.774194, 1.742063], [1.955177, -0.874094, -0.522119], [0.617494, 0.929859, 4.745053], [-1.530176, -4.778505, -3.959294], [-0.003337, -1.065619, 2.529151], [0.540466, 1.053044, -1.777264], [-2.761033, 5.162266, -1.538287], [4.873141, 0.600888, 5.053251], [-3.616491, -3.275779, 0.711966], [-3.479392, -0.005932, -0.429198], [2.730629, 1.585256, 5.808687]],
  "forces_ev_per_angstrom": [[-0.0147, 0.1250, 0.0834], [0.0045, -0.0043, 0.0160], [-0.0039, -0.0257, -0.0090], [0.0001, 0.0255, 0.0379], [0.0353, 0.0233, 0.0254], [0.0282, -0.0180, -0.2288], [0.0267, -0.0340, 0.0500], [-0.0195, 0.0335, -0.0057], [-0.0159, -0.0287, -0.0793], [0.0000, 0.0017, -0.0252], [-0.0017, -0.0480, 0.0250], [-0.0188, 0.0306, 0.0115], [0.0151, 0.0196, -0.0055], [0.2420, -0.0455, -0.0781], [0.0515, 0.0796, -0.0104], [0.0090, 0.0244, 0.0651], [0.1677, -0.1307, -0.1367], [0.0402, 0.0351, 0.0256], [0.0356, -0.0088, 0.0928], [-0.2680, 0.6281, 0.0052], [-0.0287, 0.0002, 0.0195], [-0.0300, 0.0646, -0.0218], [0.0505, -0.0140, -0.0270], [-0.0322, 0.0246, -0.0450], [0.0447, 0.0111, 0.0019], [-0.0174, -0.0713, -0.0388], [-0.0262, -0.0958, -0.0467], [-0.0434, 0.0273, 0.0157], [-0.0481, -0.0172, 0.0014], [0.0302, 0.0523, -0.0542], [0.0349, 0.0112, 0.0318], [-0.0249, 0.0025, -0.0010], [0.0580, -0.0924, 0.3108], [-0.1158, 0.0555, 0.1986], [0.0311, -0.0259, 0.0815], [-0.0412, 0.0276, 0.0083], [0.0693, 0.0787, -0.0147], [-0.0021, -0.0135, 0.0008], [0.0984, 0.0452, -0.1294], [-0.0065, 0.0682, 0.0019], [-0.0257, -0.0256, 0.0445], [-0.1058, -0.1635, -0.0513], [0.3086, 0.4409, -0.8917], [-0.0064, 0.0205, -0.0164], [-0.0063, -0.0202, -0.0546], [0.0395, -0.0079, -0.0199], [-0.1887, 0.0866, -0.0805], [0.0732, -0.0176, -0.0016], [0.1178, -0.1311, 0.0339], [-0.6423, -0.1570, -0.2927], [-0.0536, 0.0048, 0.0644], [0.0561, -0.0122, 0.0040], [-0.0167, -0.0295, -0.0011], [0.0000, -0.0062, -0.0398], [0.0145, 0.0353, 0.0160], [-0.1433, -0.2991, 0.0850], [-0.0376, 0.0014, -0.0348], [0.0307, 0.0068, -0.0531], [0.1668, 0.0003, 0.2301], [0.0377, 0.0072, 0.0207], [0.0224, -0.0235, 0.0094], [-0.0079, 0.0028, 0.0746], [-0.0180, -0.0010, 0.0173], [-0.0883, 0.0196, -0.0078], [-0.0156, -0.0013, 0.0025], [0.0198, -0.0127, 0.0433], [-1.0499, -1.0356, 0.6460], [0.0422, 0.0080, 0.0239], [-0.0328, -0.0131, 0.0132], [-0.0826, 0.0396, 0.0573], [-0.0338, 0.0568, -0.0290], [-0.1074, 0.0293, 0.0006], [-0.0385, 0.0309, -0.0295], [-0.0393, -0.0393, -0.0059], [0.0148, -0.0173, -0.0046], [0.0329, -0.1052, 0.0231], [0.0559, -0.0893, -0.0229], [-0.0107, 0.3938, -0.3601], [0.0168, 0.0189, -0.0104], [0.9680, 0.3376, -0.2669], [-0.0428, 0.0371, 0.0367], [-0.0211, 0.0520, -0.0844], [-0.2531, -0.0647, 0.2899], [-0.1990, 0.9992, 1.0339], [0.1097, -0.1275, 0.0871], [0.0247, -0.0813, -0.0100], [0.2067, -0.1383, -0.0579], [-0.0846, -0.1145, 0.0194], [0.9329, 0.5175, 0.1903], [0.0052, 0.0070, -0.0061], [0.0054, -0.0084, -0.0294], [0.0044, 0.0649, -0.0463], [0.0253, 0.0328, 0.0634], [-0.0229, -0.0027, -0.0451], [0.0073, -0.0241, 0.0060], [0.6871, -1.2145, -0.7301], [0.0289, 0.0148, 0.0270], [0.0361, 0.0180, 0.0002], [-0.0183, 0.0260, -0.0283], [-0.0168, 0.0226, 0.0104], [-0.2353, 0.0958, 0.0555], [-0.0313, 0.0116, -0.0984], [0.0094, 0.0526, -0.0259], [-0.0701, -0.0603, -0.0520], [-0.0301, -0.0139, 0.0297], [0.0170, 0.0240, -0.0272], [0.0097, -0.0523, 0.0035], [0.0575, 0.4351, 0.0585], [0.0459, 0.0294, 0.0476], [-0.3005, -0.0542, 0.0734], [-0.0706, -0.0199, 0.0291], [0.0491, -0.0012, -0.0105], [0.2640, -0.4038, -0.1892], [0.0140, -0.0221, 0.0076], [-0.0228, 0.0133, 0.0221], [-0.0304, -0.0425, 0.6328], [-0.4126, 0.0948, -0.2901], [-0.0171, -0.0375, 0.0145], [-0.0501, -0.0236, -0.0209], [-0.0194, -0.0617, -0.0215], [-0.1651, -0.1165, -0.2297], [-0.0063, -0.0171, -0.0240]],
  "mulliken_charge": [-0.600, -0.956, 0.415, 0.472, 0.451, -0.099, -1.100, 0.649, -0.909, 0.497, 0.204, 0.354, -0.426, -0.154, -0.516, -1.012, -0.548, 0.442, -0.715, 1.244, 0.255, -0.524, 0.481, 0.482, 0.417, -0.809, 0.406, 0.221, -0.797, -0.895, 0.410, 0.473, 0.575, 0.165, -0.754, -0.739, 0.447, -0.665, -0.082, 0.590, 0.450, -1.486, -0.162, -0.107, 0.442, 0.121, -0.530, 0.393, -0.155, 2.867, -0.842, -0.877, 0.442, 0.408, 0.536, -0.818, -0.815, 0.291, 0.808, 0.479, 0.331, 0.718, 0.483, -0.173, 0.489, 0.393, -0.162, 0.720, -0.728, -1.189, -0.836, -1.084, 0.464, 0.423, -1.143, -0.599, -0.178, 3.129, 0.429, 0.174, 0.517, -0.748, -0.400, -1.568, 0.644, -0.236, -0.575, 0.398, 0.487, -1.005, 0.405, -0.650, 0.647, 0.583, 0.322, 0.393, 0.448, -1.032, -0.369, 0.413, -1.961, 0.488, 0.414, -0.928, 0.504, -0.616, 0.294, -0.025, -0.714, 0.439, -0.996, 0.428, 1.462, 0.440, -0.861, 3.024, -0.393, 0.581, 0.419, -0.908, 0.325, 0.457],
  "mol_weight_da": 1044.0,
  "de_lowest_kj_mol": 106.9,
  "s2": 2.01,
  "homo_ev": [-8.623, -10.154],
  "multiplicity": 3,
  "charge": 1
}